# 1
{
  "formula": "C12H17N",
  "method": "ωB97M-V/def2-TZVPD",
  "lumo_energy_ev": 0.88,
  "e_homo_ha": -0.2898,
  "de_lowest_kcal_mol": 73.0,
  "e_tot_ev": -14207.17126,
  "elements": ["N", "C", "C", "C", "C", "C", "C", "C", "C", "C", "C", "C", "C", "H", "H", "H", "H", "H", "H", "H", "H", "H", "H", "H", "H", "H", "H", "H", "H", "H"],
  "xyz": [[1.545209, -0.302056, 2.585820], [0.247834, -1.309152, -2.380851], [0.217514, -0.049378, 2.036379], [-1.105467, -2.091774, -2.145292], [1.960390, 1.237765, 1.017294], [-0.992288, -0.593713, 2.242559], [-0.551653, 1.830930, 0.705149], [-2.034075, 0.108827, 1.760181], [0.526132, 1.085807, 1.134262], [-1.782921, 1.257563, 0.877482], [2.516812, 0.243062, 1.760835], [-2.285040, -1.031221, -2.266023], [2.751890, 2.293131, 0.467496], [2.093518, 2.963472, -0.257255], [-1.320729, -2.845456, -2.962307], [-1.126703, -2.645329, -1.105467], [-3.041448, -0.360191, 1.821874], [-2.707271, 1.457894, 0.284637], [3.698674, 1.749901, 0.040851], [1.002976, -2.124586, -2.173282], [-1.161601, -1.550807, 2.720145], [1.547430, -1.257979, 2.936993], [-1.898632, -0.144799, -2.936462], [3.141381, 2.884334, 1.228727], [3.535432, 0.068890, 2.008789], [0.415779, -0.962617, -3.438841], [-3.131124, -1.492768, -2.845319], [-0.273346, 2.724376, 0.036444], [-2.494971, -0.637123, -1.344920], [0.706298, -0.507004, -1.809901]],
  "atomic_forces_ev_per_a": [[-3.008, -2.788, -0.754], [1.569, -2.831, -0.895], [6.139, 3.392, -1.236], [-0.806, 1.444, 0.575], [-1.329, -2.074, 1.325], [-0.434, -1.195, 1.426], [0.959, 0.938, -2.343], [-1.167, 1.320, -2.876], [-0.460, -1.296, 2.293], [-3.085, -1.557, 0.998], [-1.363, 0.680, 1.017], [1.689, -0.775, -4.025], [0.541, 0.367, -3.946], [1.952, -1.380, 1.066], [0.923, 0.694, 0.979], [0.097, 1.138, -2.057], [0.725, 0.779, -0.199], [1.011, 0.867, 0.628], [-1.691, 1.538, -0.094], [-0.211, 0.749, -0.681], [0.203, 0.111, 0.408], [0.992, 0.227, 0.035], [-0.753, -1.644, 1.210], [0.482, 1.466, 1.325], [0.679, -0.088, -0.066], [-0.567, -0.659, 0.782], [0.414, 0.632, 1.057], [-1.159, -1.335, 0.930], [-1.054, 0.928, 2.214], [-1.288, 0.352, 0.905]]
}

# 2
{
  "formula": "C21H63O22P",
  "method": "ωB97M-V/def2-TZVPD",
  "lumo_energy_ev": 0.18,
  "e_homo_ha": -0.3600,
  "de_lowest_kcal_mol": 89.8,
  "e_tot_ev": -77126.98125,
  "elements": ["P", "O", "O", "O", "O", "O", "O", "O", "O", "O", "O", "O", "O", "O", "O", "O", "O", "O", "O", "O", "O", "O", "O", "C", "C", "C", "C", "C", "C", "C", "C", "C", "C", "C", "C", "C", "C", "C", "C", "C", "C", "C", "C", "C", "H", "H", "H", "H", "H", "H", "H", "H", "H", "H", "H", "H", "H", "H", "H", "H", "H", "H", "H", "H", "H", "H", "H", "H", "H", "H", "H", "H", "H", "H", "H", "H", "H", "H", "H", "H", "H", "H", "H", "H", "H", "H", "H", "H", "H", "H", "H", "H", "H", "H", "H", "H", "H", "H", "H", "H", "H", "H", "H", "H", "H", "H", "H"],
  "xyz": [[-2.384948, -4.696237, 2.035204], [-0.606138, 2.525963, -0.776596], [5.622922, 2.741853, 0.240774], [-2.403578, -5.906657, 3.078554], [2.814602, -0.475427, 3.828744], [-2.832958, -3.414407, 2.911234], [-1.771578, 3.292643, 3.523084], [-1.176688, -4.409337, 1.266374], [-2.852278, -1.820027, -1.827666], [-3.772178, 3.493933, -0.466326], [0.273252, -1.933727, -3.818846], [3.895522, 0.520323, 0.727254], [0.361792, -1.657637, 3.272104], [3.767352, -5.204147, 0.347624], [0.962412, 4.191333, -2.556236], [2.895192, -2.237767, 0.924974], [-3.210308, 0.398763, -0.263496], [0.325702, 3.750013, -5.466056], [-3.562108, -5.145107, 1.060174], [3.430622, 2.877193, -1.612066], [-1.925868, 6.149043, 4.081894], [0.358922, 1.247723, -3.681016], [-0.796358, 0.446503, 1.743364], [-1.306118, 5.708853, 2.871774], [-2.011588, -1.850057, -3.015686], [-3.375918, -6.007877, 0.020004], [-0.072378, 0.439213, 0.543744], [1.597432, 0.091013, 4.435824], [2.514062, -4.547127, 0.110804], [3.269722, 3.630403, -2.785056], [-0.721958, 2.924913, -5.349696], [2.183552, -3.379627, 1.113354], [0.603352, -1.064807, 4.532624], [-1.862588, 4.364363, 2.554094], [-0.183358, 1.467483, -5.045736], [0.383822, 1.884603, 0.129434], [-1.989988, -7.241287, 2.780474], [-4.613128, 2.437403, -0.850486], [-0.554488, -2.183437, -2.662546], [5.864382, 1.442513, -0.279506], [-3.789328, 1.164243, -1.301936], [5.249652, 0.342813, 0.630344], [2.287692, 4.751433, -2.617526], [-2.779428, -2.087417, 2.374264], [0.386122, 4.889413, -2.236616], [0.613732, 2.364303, 1.080814], [-1.068708, 0.832193, -5.071706], [2.539502, -3.683257, 2.097844], [0.645072, -1.049337, -3.784016], [-4.218718, -5.860097, -0.655226], [-4.460048, 0.536423, -1.888536], [-1.462878, 3.986003, 1.613264], [-3.270958, -7.045587, 0.336624], [-1.071248, 2.820203, -6.376886], [0.817012, -0.114837, 0.843924], [-5.246288, 2.783413, -1.667486], [5.475912, 1.428803, -1.297836], [-0.408658, -3.201697, -2.302026], [2.000462, 0.313113, 5.423924], [3.681802, -6.043247, 0.806084], [1.644842, -5.204777, 0.103844], [0.963672, -1.823107, 5.227794], [2.265052, 5.508143, -3.401726], [5.794742, 0.374053, 1.573744], [-1.675178, 2.475803, 3.028034], [0.463972, 1.069593, -5.827236], [-3.091038, 1.425393, -2.097106], [1.130252, -3.145427, 1.267664], [-1.953028, -0.792487, -3.272996], [-0.198018, 3.141453, -1.389956], [-3.698478, -1.932517, -2.266856], [3.146582, 2.979833, -3.650906], [-0.037358, -1.505817, -1.983216], [4.205312, 4.106003, -3.079306], [-2.718238, -0.304857, -0.692906], [2.468162, -0.913827, 3.048114], [-3.077048, 2.923603, -0.130006], [-1.704978, 0.237953, 1.514164], [-2.465148, -2.635887, -3.619726], [3.525102, -0.319917, 1.007264], [-1.914198, -7.767727, 3.731894], [-5.382058, 2.152713, -0.132286], [-0.530808, 0.031233, -0.357076], [-2.398218, -5.895157, -0.448496], [6.939642, 1.329303, -0.417686], [5.479802, -0.645737, 0.232974], [3.770642, -2.545797, 0.679414], [-1.631328, 6.383573, 2.079894], [0.485032, 2.046653, -3.163906], [-2.334918, -2.018097, 1.381444], [1.323732, 1.776873, -0.411936], [-0.930078, -7.193897, 2.530584], [-0.035668, -0.924057, 2.797254], [1.215902, 1.017733, 4.007184], [3.592782, 1.939873, -1.741386], [-2.410888, 5.350703, 4.303274], [2.431752, -4.112467, -0.885386], [-2.906538, 4.522913, 2.283674], [-2.150328, -1.473857, 3.019164], [-3.788398, -1.675037, 2.374814], [-0.363288, -0.921997, 5.015654], [-2.605938, -7.912747, 2.182274], [2.435782, 5.349873, -1.718616], [4.682742, 2.732763, 0.046874], [0.733682, 3.705533, -4.598196], [-0.219558, 5.787073, 2.908634], [-1.537238, 3.318313, -4.742516]],
  "atomic_forces_ev_per_a": [[-0.063, 0.458, 0.070], [0.165, -1.020, 1.884], [-0.187, -0.884, -0.164], [-0.419, 0.830, 0.126], [-1.405, 1.058, -0.056], [-0.262, -2.058, -0.607], [0.241, 1.241, 0.125], [0.727, -0.400, -0.084], [0.263, -0.532, -0.404], [0.058, -0.793, 0.425], [-0.460, -1.207, -0.702], [-1.297, 0.471, -0.008], [0.484, 0.015, 0.050], [-0.283, 0.921, -0.507], [-0.278, -0.166, 0.024], [1.403, 2.493, -1.573], [-0.084, 1.153, 0.694], [2.253, 2.222, 0.508], [-0.845, 1.966, 2.029], [-0.519, 0.326, 0.798], [0.333, -0.245, -0.196], [-0.022, -0.389, -1.532], [-1.366, -0.036, 0.212], [-0.076, 0.422, 0.569], [1.085, 0.405, 2.120], [0.844, -1.401, -1.478], [1.822, 1.818, -0.774], [1.493, -1.430, 1.048], [-1.406, 0.852, 0.692], [1.384, 0.175, -0.804], [-0.322, -3.379, -1.431], [-0.263, -2.966, 1.525], [-0.352, -0.563, 0.962], [-0.380, -1.603, -1.784], [-2.022, 0.561, 1.831], [-0.448, -1.106, -0.997], [1.479, -0.286, 1.438], [-0.293, -1.398, -1.165], [1.182, 0.792, -0.633], [0.576, -0.358, 0.359], [-1.473, 0.557, -0.919], [2.357, 0.309, -0.969], [-1.000, 0.042, 0.205], [0.066, 0.464, 0.071], [-0.288, 0.130, -0.088], [-0.402, 0.838, -0.172], [-0.107, -0.234, -0.010], [-0.461, -1.002, 0.389], [-0.201, 0.240, 0.269], [0.305, -0.290, -0.193], [-0.661, -0.268, 0.264], [0.465, 0.155, -0.179], [-0.820, -0.209, 0.238], [-0.698, -0.098, -0.032], [0.382, -0.094, -0.770], [0.339, -0.101, -0.546], [-0.289, -0.459, -0.193], [-0.053, -0.059, -0.228], [-0.581, 0.317, 0.225], [-0.448, 0.162, 0.049], [0.156, -0.464, 0.456], [0.808, -0.219, -0.433], [0.568, -0.374, -0.557], [-0.241, 0.297, 0.451], [0.116, -0.078, -0.037], [0.508, 0.542, 0.248], [0.704, 0.563, 0.402], [-0.072, -0.189, -0.643], [-0.348, -0.267, -1.440], [0.658, -0.088, 0.296], [-0.568, 0.085, 0.823], [-1.005, -0.017, -0.087], [-1.165, -0.025, 1.083], [0.460, 0.288, 0.400], [-0.100, -0.519, -0.293], [0.216, -0.419, -0.410], [1.176, 0.928, 0.516], [-0.518, 0.225, 0.058], [0.470, 0.634, -0.916], [-0.489, -0.099, 0.118], [-0.435, 0.250, 0.332], [0.351, -0.108, 0.793], [-0.421, -0.475, 0.448], [-0.088, 0.770, -0.501], [0.087, -0.260, 0.400], [0.160, -0.194, -0.452], [0.439, 0.301, -0.009], [0.005, -0.049, -0.305], [-0.104, 0.359, -0.213], [-0.131, -0.441, -0.118], [0.048, 0.091, -0.038], [-0.148, -0.170, -0.955], [-0.419, 0.101, -0.788], [0.092, -0.149, -0.549], [-0.158, -0.002, -0.447], [-0.310, 0.281, 0.952], [0.891, -0.009, -0.299], [-0.411, 0.011, 0.368], [-0.096, -0.284, 0.213], [0.017, -0.132, -0.129], [-0.268, 1.222, -0.057], [-0.166, 0.855, -0.523], [0.475, -0.434, 0.357], [-0.538, 1.284, 0.415], [0.564, 0.669, 0.198], [0.113, -0.260, 0.379], [-0.055, -0.390, 0.491]]
}